ORCA calculation (ωB97M-V with the def2-TZVPD basis set) on C18H45ClF2FeO12P3 as an isolated structure.

The value obtained for the energy above the lowest of the compared OMol25 structures with the same formula, charge and spin is 0.00 kJ/mol. As for the net charge: 0. Its expectation value of S² is 8.756. As for the multiplicity: 6.

Each line ends with the Mulliken spin population.
CARTESIAN COORDINATES (ANGSTROEM)
Fe: -0.08060 -0.93864 -1.08228  4.4369
Cl: -2.23242 -0.53768 -1.95385  0.1456
P: -0.58669 1.84364 0.99619  -0.0021
P: 1.21840 1.31710 -3.36620  0.0246
P: -0.70696 -3.05562 1.55576  0.0213
F: 0.39567 -2.57178 -2.05788  0.1491
F: 1.62802 -0.73470 -0.14428  0.1373
O: 0.39391 1.64200 -4.70884  0.0017
O: 0.21061 -2.50832 2.77736  -0.0027
O: -0.26691 -4.54887 1.24379  0.0031
O: 1.33078 2.80985 -2.82703  0.0012
O: -0.56038 0.63755 0.15146  0.0071
O: 0.71066 2.26305 1.81529  0.0020
O: 0.67545 0.32350 -2.41738  0.0153
O: -0.88813 3.18820 0.27181  0.0042
O: -0.69661 -2.06213 0.47152  0.0432
O: 2.67912 0.92831 -3.86680  0.0027
O: -1.71958 1.69288 2.10432  0.0039
O: -2.17181 -3.24027 2.17795  0.0030
C: 2.73806 2.17091 2.97004  0.0002
C: -0.11892 0.19106 -6.60124  -0.0001
C: 2.34067 3.11503 -1.86554  0.0003
C: -2.12486 2.84572 2.82968  0.0007
C: 1.59160 1.31956 2.42991  0.0014
C: -3.58377 2.60392 3.26628  0.0000
C: 4.33064 -0.04205 -2.51163  0.0004
C: -2.83033 4.66084 -0.41940  0.0002
C: 2.16132 4.53713 -1.29699  0.0003
C: -0.56168 0.66512 -5.21505  0.0018
C: 0.07518 -6.40403 -0.20411  -0.0005
C: 0.76253 -3.44624 3.72902  0.0003
C: -0.90351 -5.32040 0.21325  -0.0001
C: -2.93302 -2.06557 2.50588  0.0006
C: -1.98999 3.40205 -0.61337  -0.0012
C: 3.29697 -0.35622 -3.60642  0.0001
C: 2.04663 -4.03824 3.19192  -0.0002
C: -4.08787 -2.50800 3.38545  0.0003
H: 2.37194 2.39604 -1.04644  0.0008
H: -4.12483 2.49165 2.31967  0.0000
H: 3.31209 3.17679 -2.35859  0.0000
H: -1.90112 -5.64128 0.52755  -0.0001
H: -2.56351 2.47171 -0.73256  0.0016
H: 0.06763 -4.26358 3.93868  -0.0001
H: 1.96324 0.62402 1.66925  0.0006
H: -0.56365 0.65307 -7.47246  0.0000
H: 0.96860 0.08088 -6.54420  0.0000
H: -0.41532 -7.23977 -0.69768  0.0000
H: -1.16129 -4.65008 -0.61535  0.0003
H: -3.22404 4.75068 0.59112  -0.0001
H: 1.88811 5.20273 -2.11869  0.0000
H: -3.36169 -1.69839 1.57422  -0.0006
H: 3.73576 0.14797 -1.61214  0.0008
H: -3.62606 4.49502 -1.14625  0.0001
H: 0.91009 -2.88190 4.64750  0.0001
H: -0.32764 -0.88626 -6.58090  0.0001
H: 5.05691 0.73678 -2.72656  0.0000
H: 2.56875 -1.11717 -3.33571  -0.0022
H: -1.52139 2.91478 3.73672  0.0001
H: -2.30903 5.57959 -0.67955  0.0000
H: 2.87724 -3.32979 3.26614  0.0000
H: 1.96195 -4.42991 2.18507  0.0002
H: 2.44155 -4.78235 3.89286  0.0000
H: -4.76374 -1.66140 3.51918  0.0000
H: -2.33320 -1.31394 3.01776  -0.0001
H: -2.13971 3.84089 2.38907  -0.0003
H: -3.97913 -2.86300 4.41127  0.0001
H: 3.12238 4.88613 -0.92652  0.0000
H: 0.48029 -6.76730 0.74196  0.0000
H: 0.82433 -5.93815 -0.83877  0.0001
H: -4.56782 -3.30358 2.81057  0.0000
H: 3.10490 2.69151 2.07884  0.0000
H: 1.06586 0.64766 3.11453  -0.0002
H: 3.61610 1.66777 3.36577  0.0000
H: -3.65577 1.62983 3.74710  0.0000
H: -4.15921 3.32034 3.84730  0.0000
H: -0.59108 -0.21653 -4.58081  -0.0019
H: 3.84335 -0.53208 -4.53445  0.0003
H: 1.35626 4.57686 -0.56485  0.0000
H: 2.37043 2.99231 3.58480  -0.0001
H: -1.42503 1.31222 -5.36867  -0.0004
H: 4.92949 -0.89186 -2.16346  -0.0002
H: -1.66521 3.34241 -1.66092  -0.0010

Atoms 1-6, force components in eV/Å:
1.25 -1.65 -0.22
0.05 -0.17 -0.03
0.23 -0.58 0.44
0.29 0.84 -1.45
-0.06 0.44 1.13
-0.40 1.39 0.67